(1)
49
Properties=species:S:1:pos:R:3 method="wB97M-V/def2-TZVPD" multiplicity=1 e_lumo_ev=1.9 total_charge=-1 homo_energy_ev=-6.45
I -5.33 -2.20 -0.79
I -3.82 0.39 -2.73
S -0.12 4.87 0.16
F -2.20 6.39 0.78
F -1.84 6.21 -1.34
F -0.56 7.46 -0.13
O 0.98 1.50 3.19
O -1.04 3.73 0.10
O -0.83 0.80 -3.37
O 0.82 4.93 -0.93
O -1.51 0.66 0.74
O 0.42 5.13 1.47
N 0.24 1.47 -1.42
C -3.28 -1.75 -0.65
C 2.32 -1.48 -0.10
C 1.36 1.32 0.82
C -0.64 0.64 -2.19
C 1.01 0.80 2.20
C -0.58 -0.14 0.07
C 1.76 -0.35 -1.00
C 0.71 0.55 -0.36
C 1.95 -3.97 0.48
C -1.24 6.30 -0.15
C -2.68 -0.79 -1.38
C 1.08 -3.63 1.71
C -2.51 -2.62 0.29
C 1.88 -2.87 -0.58
C -1.20 -0.52 -1.30
H 3.40 -1.46 -0.19
H 2.55 -3.16 -1.39
H 2.58 0.31 -1.28
H -0.35 -1.07 0.60
H -1.13 1.50 1.03
H 1.60 -2.99 2.41
H 0.89 -2.84 -1.03
H 0.75 -4.52 2.23
H 1.42 -0.81 -1.93
H -1.72 -3.18 -0.21
H -2.04 -2.00 1.05
H 0.80 -0.29 2.30
H 2.10 -1.34 0.96
H 0.97 2.32 0.76
H 1.50 -4.86 0.04
H 2.44 1.28 0.75
H 2.97 -4.15 0.80
H -3.14 -3.33 0.82
H 0.23 -3.05 1.36
H -0.31 2.22 -0.97
H -0.67 -1.40 -1.68

(2)
48
Properties=species:S:1:pos:R:3 method="wB97M-V/def2-TZVPD" multiplicity=2 de_lowest_kj_mol=152.0 e_lumo_ev="-6.3 / -10.7" total_charge=+2 s2=0.77 homo_energy_ev="-13.59 / -13.58"
Yb -0.01 -0.76 -0.95
I 0.11 -2.50 -3.57
P 2.49 0.54 -0.54
P -2.50 0.73 -0.68
F 1.26 -3.16 2.47
F -1.15 0.80 5.43
F 1.13 -3.37 5.18
F -1.12 0.97 2.77
F -0.05 -1.48 6.70
O -0.07 0.43 -2.96
O 0.08 -0.95 1.24
O 0.25 2.78 -0.35
C -3.46 1.88 0.33
C 0.54 -2.33 4.56
C 0.60 -2.22 3.18
C 0.03 1.64 -0.35
C 0.01 -1.11 2.52
C -3.55 0.64 -2.17
C 3.36 1.70 0.53
C 0.00 -0.30 -3.97
C 0.01 0.16 -5.39
C -2.98 -0.84 0.13
C 3.56 0.57 -2.02
C -0.06 -1.34 5.35
C -0.59 -0.14 3.35
C -0.62 -0.22 4.72
C 3.01 -1.05 0.21
H -2.51 -1.73 -0.34
H 2.99 1.59 1.56
H 0.90 -0.22 -5.91
H 4.57 0.28 -1.69
H 2.60 -1.13 1.23
H -2.73 -0.82 1.21
H -4.07 -0.98 0.04
H 3.21 -0.16 -2.77
H -4.54 0.34 -1.81
H -3.15 1.80 1.38
H 2.67 -1.89 -0.41
H 4.11 -1.08 0.25
H -3.19 -0.09 -2.89
H 3.58 1.57 -2.47
H -3.28 2.91 -0.02
H -3.64 1.62 -2.66
H -0.86 -0.23 -5.93
H 4.44 1.50 0.51
H -4.53 1.63 0.22
H 0.01 1.27 -5.41
H 3.16 2.73 0.20

(3)
44
Properties=species:S:1:pos:R:3 method="wB97M-V/def2-TZVPD" multiplicity=1 smiles="CCOC(=O)N1CCN(C(=O)[C@H](C)NC(=O)c2ccco2)CC1" de_lowest_kj_mol=80.5 e_lumo_ev=0.7 homo_energy_ev=-9.09
O -1.84 1.26 2.53
O -0.68 0.75 -3.11
O 0.17 2.06 3.19
O 0.04 -3.58 -1.27
O 1.59 -0.76 0.27
N 1.14 -1.18 -1.92
N 0.14 1.97 -1.42
N -0.68 2.57 1.15
C 0.56 3.15 0.69
C -1.90 0.47 3.72
C -0.22 -4.66 0.66
C 0.23 1.00 -2.34
C -0.70 1.95 2.36
C -1.69 2.32 0.14
C -1.17 -0.85 3.55
C 1.13 -1.49 -0.60
C 0.41 -3.43 0.92
C 0.55 -2.80 -0.29
C 1.51 0.14 -2.40
C 2.01 0.05 -3.83
C -1.13 2.64 -1.24
C -0.42 -4.70 -0.69
C 1.16 2.27 -0.41
H -1.99 1.27 0.19
H 2.38 1.01 -4.16
H 1.25 3.19 1.54
H 2.80 -0.69 -3.91
H 0.39 4.17 0.33
H -1.00 3.72 -1.37
H 2.29 0.52 -1.74
H 1.18 -0.24 -4.49
H -0.49 -5.42 1.37
H -1.47 1.04 4.55
H -0.86 -5.44 -1.33
H 1.50 1.34 0.06
H -1.25 -1.44 4.46
H 0.73 -3.04 1.87
H 2.01 2.78 -0.87
H -1.80 2.27 -2.01
H -2.58 2.94 0.34
H 0.61 -1.75 -2.56
H -0.12 -0.66 3.34
H -1.59 -1.41 2.72
H -2.97 0.31 3.90

no.,E (eV)
1,-64861.4180
2,-93816.1656
3,-30604.6242